# 1
A 2-piece molecular cluster, C31H35BN2O6 overall, computed with ωB97M-V/def2-TZVPD.

## Properties
2S+1: 1
Energy relative to the best compared isomer or geometry (same formula, charge and spin): 125.7 kJ/mol
Kohn-Sham gap: 5.28 eV
Lowest unoccupied orbital energy: -1.3 eV
HOMO level: -6.593 eV
Strongest force on any atom: 3.89 eV Å⁻¹

```
75
C31H35BN2O6 (ωB97M-V/def2-TZVPD)
C 4.6010 -0.6028 1.5599
C 3.2995 0.0265 1.4188
C 2.9412 1.1137 0.6426
C 1.6115 1.4263 1.0028
C 1.1783 0.4743 1.9422
B 0.2729 0.2889 3.3592
O 1.0148 0.1717 4.6257
C 0.0325 -0.1592 5.6211
C -1.4199 -0.1654 5.0192
C -2.5304 -0.5323 6.0071
C -1.4578 -1.0650 3.7608
O -0.3004 -1.0188 3.0150
C -1.5535 1.2653 4.4407
O -0.6459 1.4381 3.3510
O 2.2371 -0.3921 2.1656
H 5.3664 0.1669 1.3780
H 4.7813 -1.0464 2.5501
H 4.7126 -1.3495 0.7617
H 3.5640 1.6138 -0.0936
H 1.0029 2.2257 0.5972
H 0.2900 -1.1219 6.1000
H 0.0823 0.6167 6.4083
H -3.3673 0.1820 5.9567
H -2.9232 -1.5366 5.7900
H -2.1537 -0.5333 7.0389
H -1.7384 -2.0993 3.9944
H -2.1857 -0.6266 2.9779
H -2.5769 1.4562 4.0819
H -1.3111 2.0021 5.2275
C -4.6768 -6.3742 1.3546
O -4.2835 -5.0144 1.6561
C -3.4750 -4.3041 0.8211
C -2.9163 -3.1078 1.3395
C -2.1469 -2.3333 0.5023
C -1.8190 -2.7508 -0.8182
C -2.3369 -3.9492 -1.3292
C -3.2415 -4.6750 -0.5438
N -1.3075 -1.6306 -1.4875
C -1.0915 -1.5268 -2.9227
C -1.2315 -0.5661 -0.6206
C -1.8507 -0.9188 0.5718
C -2.5208 -0.1184 1.5538
C -2.8517 1.2738 1.3619
C -2.1081 2.3606 0.9162
N -2.9192 3.4743 0.8940
C -2.5423 4.8122 0.4676
C -4.2004 3.1382 1.3266
C -4.2181 1.7426 1.5703
C -5.3951 1.0993 1.9289
C -6.5894 1.8673 1.8734
O -7.8272 1.3141 1.8767
C -7.9693 -0.0940 2.1398
C -6.5502 3.2895 1.7194
C -5.3378 3.9343 1.4942
H -5.3240 -6.6574 2.1887
H -5.2304 -6.4166 0.4097
H -3.7969 -7.0290 1.3136
H -3.1381 -2.8131 2.3628
H -2.0691 -4.2873 -2.3331
H -3.7542 -5.5491 -0.9725
H -0.9284 -2.5220 -3.3449
H -1.9564 -1.0623 -3.4258
H -0.2169 -0.8911 -3.0996
H -0.8332 0.4101 -0.8753
H -3.5171 -0.5787 1.7058
H -1.0716 2.3745 0.6161
H -3.4571 5.4176 0.4027
H -1.8576 5.2822 1.1924
H -2.0532 4.7797 -0.5181
H -5.4378 0.0201 2.1288
H -9.0176 -0.2015 2.4137
H -7.7498 -0.6869 1.2461
H -7.3293 -0.4269 2.9652
H -7.4886 3.8427 1.7473
H -5.2632 5.0220 1.4646
```

---

# 2
C31H35BrCoN5O3S2 as an isolated structure, computed with ωB97M-V/def2-TZVPD.

## Properties
2S+1: 2
Energy relative to the best compared isomer or geometry (same formula, charge and spin): 0.0 kJ/mol
Kohn-Sham gap (spin up / spin down): 7.19 / 7.23 eV
Net charge: -1
Lowest unoccupied orbital energy (spin up / spin down): 2.5 / 2.5 eV
HOMO level (spin up / spin down): -4.712 / -4.746 eV
Expectation value of S²: 1.103
Strongest force on any atom: 1.13 eV Å⁻¹

```
78
C31H35BrCoN5O3S2 (ωB97M-V/def2-TZVPD)
Co -1.2371 -1.8930 0.6030
C 6.2461 -3.0543 1.3922
C 5.8842 -1.5881 1.6683
C 6.8039 -0.7027 0.8268
C 6.1511 -1.2768 3.1471
C 4.4099 -1.3616 1.3434
C 3.4310 -2.0273 2.0769
C 2.1043 -1.8596 1.7628
Br 0.7821 -2.7123 2.8353
C 1.6351 -1.0490 0.6971
O 0.3793 -0.9497 0.4351
C 2.6317 -0.3336 -0.0186
C 3.9683 -0.5259 0.3249
C 2.3361 0.6697 -1.1488
C 0.8568 0.8509 -1.5146
C 3.0665 0.2230 -2.4254
C 2.8595 2.0536 -0.7289
H 7.2975 -3.2439 1.6255
H 6.0739 -3.2988 0.3429
H 5.6365 -3.7283 1.9944
H 7.8437 -0.8886 1.1045
H 6.5958 0.3564 0.9881
H 6.7006 -0.9141 -0.2387
H 7.2073 -1.4297 3.3847
H 5.5643 -1.9184 3.8041
H 5.8923 -0.2413 3.3732
H 3.6939 -2.6822 2.8977
H 4.7075 0.0234 -0.2431
H 0.4067 -0.0723 -1.8762
H 0.7926 1.6045 -2.3063
H 0.2662 1.1893 -0.6656
H 2.7285 -0.7701 -2.7281
H 4.1484 0.1818 -2.2903
H 2.8556 0.9203 -3.2406
H 2.3387 2.3968 0.1665
H 2.6833 2.7806 -1.5263
H 3.9284 2.0378 -0.5125
S -5.1428 -2.9573 2.7554
C -3.7574 -2.8798 1.9107
N -2.7666 -2.8500 1.2875
O -3.2002 -1.1911 -3.1643
C -3.0714 -0.5216 -2.1391
N -3.5987 0.7440 -1.9865
C -3.4784 1.1912 -0.6095
C -2.6080 0.0440 -0.0836
O -2.1211 -0.0504 1.0567
N -2.3911 -0.8858 -1.0070
C -2.7289 2.5102 -0.4658
C -2.4783 3.3212 -1.5640
C -1.8066 4.5269 -1.4074
C -1.3756 4.9258 -0.1529
C -1.6210 4.1133 0.9459
C -2.2974 2.9155 0.7938
C -4.8411 1.2753 0.0748
C -5.0875 0.7208 1.3240
C -6.3473 0.8312 1.8990
C -7.3619 1.5073 1.2440
C -7.1167 2.0750 -0.0002
C -5.8649 1.9579 -0.5785
H -4.3674 1.0124 -2.5784
H -2.7812 2.9970 -2.5504
H -1.6104 5.1471 -2.2732
H -0.8456 5.8618 -0.0305
H -1.2764 4.4100 1.9283
H -2.4713 2.2758 1.6479
H -4.3153 0.1688 1.8396
H -6.5287 0.3583 2.8549
H -8.3443 1.5836 1.6924
H -7.9020 2.6076 -0.5221
H -5.6834 2.4267 -1.5408
N -2.5659 -3.9056 -1.6575
C -1.2733 -3.5712 -1.7331
N -0.8593 -2.9890 -2.8668
S -0.1867 -3.8846 -0.4605
H -3.2008 -3.3953 -2.2614
H -2.8984 -4.1158 -0.7269
H -1.5622 -2.4844 -3.4025
H 0.0649 -2.5928 -2.8225
```

---

# 3
C31H35BrN5V as an isolated structure, computed with ωB97M-V/def2-TZVPD.

## Properties
2S+1: 2
Energy relative to the best compared isomer or geometry (same formula, charge and spin): 2.4 kJ/mol
Kohn-Sham gap (spin up / spin down): 7.80 / 7.88 eV
Net charge: +1
Lowest unoccupied orbital energy (spin up / spin down): -2.9 / -2.9 eV
HOMO level (spin up / spin down): -10.744 / -10.781 eV
Expectation value of S²: 0.791
Strongest force on any atom: 0.20 eV Å⁻¹

```
73
C31H35BrN5V (ωB97M-V/def2-TZVPD)
V -0.1475 -1.4737 -0.7896
C -1.6000 3.8492 1.5110
C -0.1491 4.1908 1.7057
C 0.2558 5.0783 2.6977
C 1.5921 5.4122 2.8641
C 2.5588 4.8599 2.0380
C 2.1806 3.9611 1.0533
C 0.8412 3.6337 0.8915
N 0.4675 2.6926 -0.1239
C 0.2723 1.3727 0.1280
N 0.3459 0.9911 1.4079
C 0.0413 -0.2592 2.0054
C -0.2191 -1.4043 1.2529
C -0.4565 -2.5767 1.9867
C -0.4576 -2.6088 3.3673
C -0.2063 -1.4384 4.0744
C 0.0493 -0.2510 3.4134
C 0.3355 1.0070 4.1909
N 0.0104 0.5217 -0.8454
C -0.1142 1.0306 -2.1810
C 0.9836 0.9702 -3.0314
C 0.8616 1.3708 -4.3542
C -0.3614 1.8313 -4.8180
C -1.4538 1.8895 -3.9630
C -1.3561 1.4884 -2.6355
C -2.5501 1.5141 -1.7222
H -2.2224 4.4046 2.2098
H -1.7859 2.7837 1.6704
H -1.9281 4.0876 0.4982
H -0.4934 5.5229 3.3410
H 1.8776 6.1105 3.6394
H 3.6005 5.1216 2.1626
H 2.9191 3.5067 0.4043
H 0.5995 2.9424 -1.0927
H 0.6140 1.7245 2.0472
H -0.6159 -3.5090 1.4513
H -0.6361 -3.5352 3.8977
H -0.2010 -1.4496 5.1573
H 0.2824 0.8108 5.2596
H -0.3832 1.8023 3.9702
H 1.3369 1.4008 3.9876
H 1.9222 0.5889 -2.6469
H 1.7159 1.3220 -5.0160
H -0.4669 2.1456 -5.8478
H -2.4060 2.2481 -4.3349
H -3.4047 1.9677 -2.2210
H -2.3491 2.0769 -0.8097
H -2.8382 0.5042 -1.4160
C 3.2516 -3.0612 -1.9615
C 2.4782 -3.0005 -0.6440
C 3.2559 -2.2059 0.4051
C 2.1795 -4.4103 -0.1327
N 1.2248 -2.3250 -0.8925
H 4.2077 -3.5667 -1.8186
H 3.4476 -2.0549 -2.3356
H 2.6837 -3.6082 -2.7153
H 4.2066 -2.6938 0.6256
H 2.6792 -2.1340 1.3286
H 3.4625 -1.1973 0.0420
H 3.1097 -4.9533 0.0434
H 1.5907 -4.9678 -0.8624
H 1.6283 -4.3664 0.8073
Br -1.0044 -2.0936 -3.6791
C -2.2868 -2.7581 -2.4590
C -3.4102 -3.4260 -2.9037
C -4.3176 -3.8518 -1.9492
C -4.0761 -3.5864 -0.6086
C -2.9237 -2.9139 -0.2611
N -2.0258 -2.5123 -1.1781
H -3.5614 -3.5979 -3.9588
H -5.2116 -4.3804 -2.2518
H -4.7689 -3.8945 0.1606
H -2.6811 -2.6708 0.7638
```

---

# 4
C31H35ClFeN2Si2 as an isolated structure, computed with ωB97M-V/def2-TZVPD.

## Properties
2S+1: 6
Energy relative to the best compared isomer or geometry (same formula, charge and spin): 0.0 kJ/mol
Kohn-Sham gap (spin up / spin down): 4.83 / 7.59 eV
Net charge: +1
Lowest unoccupied orbital energy (spin up / spin down): -2.9 / -3.4 eV
HOMO level (spin up / spin down): -7.731 / -10.994 eV
Expectation value of S²: 8.772
Strongest force on any atom: 2.38 eV Å⁻¹

```
72
C31H35ClFeN2Si2 (ωB97M-V/def2-TZVPD)
C 4.6340 -2.9912 0.0027
C 4.0579 -2.4167 -1.1640
C 3.8723 -1.0142 -0.9267
H 3.8907 -2.9311 -2.1089
C 4.3313 -0.7320 0.3997
C 4.8064 -1.9513 0.9713
H 5.3208 -2.0535 1.9276
H 5.0083 -4.0118 0.0933
H 3.5115 -0.2909 -1.6514
H 4.3616 0.2446 0.8717
Fe 2.5151 -2.0453 0.5507
Si -1.9390 1.5557 0.1859
C -3.6382 1.0910 -0.3812
C -4.7815 1.0400 0.4387
H -4.6861 1.0949 1.5261
C -6.0556 0.9184 -0.1418
H -6.9496 0.8824 0.4966
C -6.1861 0.8525 -1.5341
H -7.1738 0.7729 -1.9895
C -5.0458 0.8523 -2.3500
H -5.1399 0.7803 -3.4372
C -3.7832 0.9344 -1.7683
H -2.8986 0.8843 -2.3971
C -2.0730 3.1750 1.0806
C -2.7265 4.1996 0.3547
H -3.1430 3.9987 -0.6360
C -2.8615 5.4754 0.9024
H -3.3736 6.2639 0.3372
C -2.3463 5.7545 2.1814
H -2.4433 6.7545 2.6061
C -1.7111 4.7352 2.9042
H -1.3120 4.9485 3.9026
C -1.5813 3.4484 2.3695
H -1.1103 2.6538 2.9473
H -1.2001 1.9010 -1.0411
Si 0.1110 -0.4739 0.4077
C 1.4458 0.8489 0.4238
C 1.5159 1.6317 -0.7539
H 0.9934 1.3153 -1.6603
C 2.0893 2.8981 -0.7098
H 2.0752 3.5169 -1.6122
C 2.6410 3.3909 0.4775
H 3.0765 4.3891 0.4991
C 2.5830 2.6093 1.6405
H 2.9939 3.0130 2.5685
C 1.9631 1.3623 1.6264
H 1.8022 0.8270 2.5608
C -0.2835 -1.2580 -1.2418
C 0.5166 -1.1686 -2.3933
H 1.5704 -0.8724 -2.3294
C -0.0555 -1.4139 -3.6471
H 0.5546 -1.3030 -4.5563
C -1.4089 -1.7723 -3.7653
H -1.8638 -1.9182 -4.7458
C -2.1884 -1.9110 -2.6145
H -3.2504 -2.1542 -2.6881
C -1.6141 -1.7015 -1.3619
H -2.2274 -1.7971 -0.4637
H -1.0584 0.2152 0.9262
Cl -0.1644 -1.8976 1.9601
N 1.6630 -3.8447 -0.1009
C 1.8645 -4.9829 0.8732
C 2.7130 -4.5705 2.0473
N 2.5846 -3.1217 2.3274
H 0.6719 -3.7146 -0.3259
H 2.0769 -4.1068 -1.0021
H 0.8778 -5.2938 1.2143
H 2.3386 -5.8151 0.3382
H 2.4229 -5.1580 2.9270
H 3.7640 -4.7802 1.8319
H 1.7186 -2.9475 2.8464
H 3.3370 -2.8143 2.9528
```

---

# 5
C31H35ClMoN2Si2 as an isolated structure, computed with ωB97M-V/def2-TZVPD.

## Properties
2S+1: 3
Energy relative to the best compared isomer or geometry (same formula, charge and spin): 0.0 kJ/mol
Kohn-Sham gap (spin up / spin down): 6.15 / 5.90 eV
Net charge: +2
Lowest unoccupied orbital energy (spin up / spin down): -7.3 / -7.3 eV
HOMO level (spin up / spin down): -13.464 / -13.243 eV
Expectation value of S²: 2.028
Strongest force on any atom: 3.73 eV Å⁻¹

```
72
C31H35ClMoN2Si2 (ωB97M-V/def2-TZVPD)
C 0.9529 2.8172 3.5013
C 2.0147 1.9300 3.1071
C 2.5056 2.3701 1.8410
H 2.4387 1.1296 3.7045
C 1.7098 3.4796 1.4048
C 0.7616 3.7733 2.4386
H 0.0964 4.6329 2.4605
H 0.4832 2.8498 4.4801
H 3.3685 1.9566 1.3288
H 1.8239 4.0312 0.4782
Mo 0.4084 1.7467 1.5497
Si 0.4224 0.7442 -0.6004
C 1.1143 -1.0175 -0.8390
C 0.7029 -1.7418 -1.9591
H -0.1794 -1.4265 -2.5201
C 1.4158 -2.8621 -2.3864
H 1.0702 -3.4225 -3.2547
C 2.5476 -3.2737 -1.6781
H 3.1050 -4.1546 -2.0058
C 2.9317 -2.5801 -0.5278
H 3.7905 -2.9266 0.0523
C 2.1991 -1.4717 -0.0866
H 2.4876 -0.9710 0.8407
C 1.0591 1.4035 -2.2729
C 2.4245 1.1931 -2.5586
H 3.1400 1.0199 -1.7470
C 2.8544 1.0930 -3.8901
H 3.8913 0.8275 -4.1097
C 1.9484 1.3026 -4.9339
H 2.2627 1.1744 -5.9705
C 0.6357 1.6853 -4.6483
H -0.0829 1.8716 -5.4479
C 0.2176 1.7978 -3.3187
H -0.7938 2.1312 -3.1000
H 1.5773 1.2873 0.2624
Si -2.5953 -2.1926 -0.2727
C -2.2778 -0.5718 -1.1684
C -1.6272 0.6227 -0.5790
H -1.6549 0.5710 0.5333
C -2.0349 1.9228 -1.1233
H -1.4886 2.8214 -0.8118
C -3.0114 2.0247 -2.0998
H -3.4098 3.0034 -2.3939
C -3.4698 0.8663 -2.7473
H -4.1439 0.9536 -3.5979
C -3.1168 -0.4050 -2.2679
H -3.5725 -1.2876 -2.7376
C -1.1642 -3.1652 0.4533
C -0.6033 -2.8523 1.6977
H -1.0700 -2.1082 2.3471
C 0.5463 -3.5120 2.1453
H 1.0590 -3.1273 3.0290
C 1.0147 -4.6438 1.4753
H 1.8859 -5.1900 1.8533
C 0.3659 -5.0516 0.3063
H 0.7155 -5.9290 -0.2338
C -0.7031 -4.3129 -0.2091
H -1.1774 -4.6232 -1.1428
H -3.3116 -3.0324 -1.1119
Cl -3.7969 -1.6666 1.3349
N -1.6635 2.5082 1.9105
C -2.1000 2.2999 3.3188
C -1.5440 1.0160 3.9011
N -0.4118 0.4389 3.0920
H -1.7036 3.4984 1.6519
H -2.3754 2.1030 1.3000
H -1.7836 3.1670 3.9044
H -3.1954 2.2814 3.3457
H -1.1743 1.2142 4.9137
H -2.3394 0.2624 3.9871
H 0.3364 0.1412 3.7266
H -0.7091 -0.4455 2.6755
```

---

# 6
A 3-piece molecular cluster, C31H35ClO7 overall, computed with ωB97M-V/def2-TZVPD.

## Properties
2S+1: 1
Kohn-Sham gap: 7.76 eV
Lowest unoccupied orbital energy: -0.8 eV
HOMO level: -8.603 eV
Strongest force on any atom: 4.26 eV Å⁻¹

```
74
C31H35ClO7 (ωB97M-V/def2-TZVPD)
C 1.8898 -3.1569 -4.1601
C 1.2660 -2.0872 -4.8914
C 0.5800 -0.9635 -3.9589
C -0.9715 -0.8705 -3.8089
C -1.6044 0.1840 -2.8734
O -3.0249 0.3217 -2.6484
C -3.3168 -0.7348 -1.6589
C -4.5210 -0.3774 -0.6669
C -4.6621 1.1790 -0.3050
C -0.6714 1.1344 -2.0889
C 0.8937 1.0506 -2.2515
C 1.5426 0.0011 -3.1853
C 3.1355 -0.0557 -3.2660
C 1.7281 2.1202 -1.3745
O 2.6946 2.7843 -1.8131
C 1.1672 2.3025 0.1291
C 2.1198 2.3795 1.3422
C 1.5292 2.5034 2.7665
C 2.4584 2.5376 4.0625
Cl 1.8914 3.8263 5.2758
C 4.0286 2.6200 3.7479
C 4.6417 1.2445 3.1438
C -0.0293 2.5620 2.9456
C -1.0045 2.4919 1.7162
C -0.3960 2.3585 0.3055
C -1.2585 2.2276 -1.0539
O -2.2656 2.9241 -1.3000
H 2.8683 -3.6500 -4.4685
H 1.4202 -3.5368 -3.1778
H 1.2467 -2.0557 -6.0304
H -1.6106 -1.6181 -4.3856
H -3.4140 -1.7763 -2.1537
H -2.3650 -0.8088 -1.0039
H -4.2874 -0.9178 0.3294
H -5.5352 -0.7865 -1.0009
H -3.8158 1.4534 0.4340
H -5.6555 1.2973 0.2708
H -4.6439 1.8726 -1.2258
H 3.4803 -0.6340 -2.3231
H 3.5459 -0.6348 -4.1559
H 3.6299 0.9686 -3.2168
H 3.2444 2.3313 1.1100
H 2.2886 1.5312 4.6076
H 4.3086 3.5008 3.0629
H 4.5822 2.7890 4.7477
H 5.4386 1.5580 2.3666
H 3.8452 0.6571 2.5575
H 5.0805 0.5497 3.9439
H -0.4868 2.6258 3.9922
H -2.1343 2.5105 1.8822
O -6.9974 -1.6143 0.3999
C -8.0954 -1.3489 -0.0172
C -9.3782 -1.4401 0.7637
C -10.4217 -1.3829 -0.3318
C -9.7309 -0.5644 -1.3975
O -8.3393 -0.8773 -1.2699
H -9.4470 -0.5825 1.4372
H -9.4321 -2.3741 1.3224
H -11.3731 -0.9558 -0.0100
H -10.6154 -2.3928 -0.7071
H -9.8618 0.5112 -1.2460
H -10.0752 -0.8243 -2.3999
O 6.3882 -0.9913 3.8123
C 7.0107 -1.5470 2.9441
C 8.3857 -1.1654 2.4677
C 8.4870 -1.9151 1.1563
C 7.5991 -3.1135 1.3971
O 6.5715 -2.6500 2.2803
H 9.1238 -1.5134 3.1942
H 8.4661 -0.0882 2.3225
H 9.5085 -2.1841 0.8821
H 8.0720 -1.3019 0.3501
H 8.1326 -3.9354 1.8837
H 7.1503 -3.4820 0.4730
```

---

Number 1: E_tot -48653.2258 eV. Number 2: E_tot -175654.9322 eV. Number 3: E_tot -135892.6162 eV. Number 4: E_tot -98352.9660 eV. Number 5: E_tot -65812.2165 eV. Number 6: E_tot -59558.2924 eV.